Entry 1:
99
Properties=species:S:1:pos:R:3:lowdin_charge:R:1 method="wB97M-V/def2-TZVPD" lumo_ev=3.518 multiplicity=1 de_lowest_ev=0.5857 total_charge=-2 total_energy_ha=-4741.7771
K -0.271 -0.488 0.894 0.5706
O -2.616 2.023 3.731 0.0404
C -1.552 2.510 4.390 -0.2747
C -1.758 3.033 5.670 -0.0319
C -0.701 3.559 6.387 -0.1161
C 0.582 3.579 5.841 -0.1191
C 0.787 3.052 4.576 -0.0426
C -0.259 2.502 3.834 -0.0693
C -0.029 1.923 2.463 -0.4853
O -1.065 1.539 1.791 -0.3096
N 1.227 1.833 2.096 0.0489
N 1.409 1.393 0.790 -0.1160
C 2.625 1.153 0.494 -0.1170
C 3.123 0.716 -0.811 -0.1653
C 4.505 0.503 -0.908 -0.1123
C 5.115 0.002 -2.042 -0.1509
C 4.300 -0.307 -3.143 -0.1287
C 2.941 -0.083 -3.102 -0.0351
C 2.281 0.472 -1.956 -0.4136
O 1.026 0.713 -1.986 -0.2158
H -2.248 1.718 2.851 0.0525
H -2.764 3.011 6.073 0.1088
H -0.876 3.962 7.378 0.0890
H 1.410 4.000 6.398 0.0845
H 1.770 3.047 4.123 0.1002
H 3.384 1.279 1.272 0.1143
H 5.112 0.727 -0.033 0.1013
H 6.186 -0.160 -2.072 0.0771
H 4.746 -0.722 -4.042 0.0863
H 2.307 -0.310 -3.953 0.1035
C -3.910 -0.624 -0.100 -0.0623
C -3.104 -1.687 -0.779 -0.6542
N -1.811 -1.713 -0.825 -0.0034
C -1.341 -2.833 -1.476 -0.3409
C -2.307 -3.664 -1.948 -0.3629
S -3.848 -3.039 -1.558 1.0278
C 0.107 -3.101 -1.569 -0.3153
C 0.687 -3.904 -2.497 -0.3660
S 2.356 -4.068 -2.163 1.0201
C 2.185 -3.008 -0.796 -0.6145
N 0.975 -2.584 -0.619 0.0794
C 3.364 -2.654 0.053 -0.0560
H -3.629 -0.581 0.956 0.0886
H -4.978 -0.824 -0.169 0.0716
H -3.697 0.347 -0.547 0.0493
H -2.187 -4.615 -2.443 0.0696
H 0.227 -4.390 -3.344 0.0693
H 4.056 -3.493 0.125 0.0699
H 3.021 -2.385 1.050 0.0890
H 3.894 -1.803 -0.375 0.0531
F -5.909 5.988 0.117 0.0204
C -4.853 5.165 -0.123 -0.3028
C -4.749 3.991 0.583 -0.0181
C -3.658 3.159 0.317 -0.1207
C -2.688 3.481 -0.633 -0.3565
C -2.842 4.700 -1.306 -0.1266
C -3.917 5.548 -1.063 -0.0264
Sb -1.012 2.067 -1.062 1.6021
C -1.326 2.462 -3.200 -0.3359
C -0.305 2.699 -4.122 -0.1008
C -0.568 2.878 -5.480 -0.0245
C -1.872 2.795 -5.911 -0.3056
F -2.140 2.968 -7.235 0.0163
C -2.917 2.533 -5.051 -0.0319
C -2.628 2.368 -3.698 -0.1330
C 0.372 3.680 -0.704 -0.3276
C 0.105 4.615 0.297 -0.1129
C 1.016 5.617 0.618 -0.0158
C 2.197 5.675 -0.087 -0.2957
F 3.088 6.658 0.208 0.0205
C 2.516 4.766 -1.073 -0.0129
C 1.600 3.761 -1.365 -0.1120
H -5.493 3.738 1.329 0.1129
H -3.554 2.247 0.898 0.0780
H -2.103 5.000 -2.041 0.1025
H -4.034 6.490 -1.585 0.1072
H 0.724 2.728 -3.787 0.0802
H 0.226 3.063 -6.195 0.1090
H -3.929 2.467 -5.433 0.1074
H -3.453 2.174 -3.017 0.0930
H -0.825 4.563 0.855 0.1004
H 0.821 6.332 1.408 0.1117
H 3.471 4.830 -1.580 0.1119
H 1.874 3.001 -2.086 0.0777
O -3.795 -1.566 8.360 0.0803
C -4.415 -2.278 7.373 -0.5000
O -5.482 -2.773 7.634 0.0701
C -3.696 -2.420 6.092 -0.1764
C -4.259 -3.232 5.102 -0.0428
C -3.627 -3.440 3.895 -0.1289
C -2.363 -2.867 3.594 -0.7596
S -1.556 -3.158 2.096 0.4943
C -1.822 -2.027 4.599 -0.1236
C -2.468 -1.816 5.799 -0.0491
H -2.953 -1.241 8.026 0.0703
H -5.219 -3.690 5.313 0.1091
H -4.084 -4.068 3.138 0.0846
H -0.881 -1.533 4.399 0.0917
H -1.992 -1.132 6.499 0.1018

Entry 2:
107
Properties=species:S:1:pos:R:3:lowdin_charge:R:1 method="wB97M-V/def2-TZVPD" lumo_ev=2.983 multiplicity=1 de_lowest_ev=0.2979 total_charge=-2 total_energy_ha=-5950.7944
K 0.905 0.247 1.468 0.7120
O 1.625 -1.005 8.143 0.0406
C 1.233 -0.774 6.849 -0.3103
C 0.070 -0.094 6.547 0.0361
C -0.265 0.100 5.209 -0.1805
N 0.491 -0.345 4.203 0.1425
C 1.623 -0.993 4.518 -0.1952
C 2.039 -1.230 5.819 0.0356
C 2.483 -1.580 3.379 -0.6555
O 3.674 -1.811 3.633 -0.0169
O 1.856 -1.809 2.311 -0.2037
C -1.551 0.871 4.893 -0.6526
O -1.530 2.080 5.233 -0.0546
O -2.507 0.200 4.469 0.0047
H 0.988 -0.579 8.724 0.0927
H -0.573 0.308 7.322 0.1242
H 2.973 -1.743 5.995 0.1208
N 0.666 3.413 3.973 0.0998
C 1.796 2.677 3.722 -0.7000
N 2.178 2.310 2.536 0.0318
C 3.402 1.674 2.579 -0.3653
C 3.934 1.513 3.816 -0.3567
S 2.911 2.256 4.987 1.0422
C 4.009 1.268 1.300 -0.3348
C 5.339 1.278 1.042 -0.3545
S 5.609 0.829 -0.605 1.0088
C 3.893 0.624 -0.798 -0.6802
N 3.188 0.913 0.248 0.0656
N 3.342 0.190 -1.977 0.1194
H 0.230 3.659 3.092 0.0919
H -0.020 2.965 4.600 0.0478
H 4.791 0.923 4.089 0.0766
H 6.137 1.576 1.698 0.0672
H 3.939 -0.417 -2.517 0.0642
H 2.424 -0.219 -1.817 0.0630
O -6.946 1.184 -0.170 0.0590
N -6.725 0.564 0.853 -0.3431
O -7.597 0.232 1.635 0.0520
C -5.333 0.158 1.145 -0.0711
C -5.202 -0.877 2.004 0.0688
C -3.919 -1.419 2.296 -0.1474
C -3.737 -2.480 3.199 -0.0134
C -2.471 -2.940 3.431 -0.0338
C -1.405 -2.352 2.731 -0.1205
N -1.557 -1.374 1.869 0.1013
C -2.788 -0.880 1.674 -0.1653
C -2.932 0.281 0.807 -0.1402
N -1.792 0.832 0.352 0.1158
C -1.855 1.939 -0.351 -0.1116
C -3.070 2.566 -0.664 -0.0285
C -4.242 2.006 -0.235 0.0033
C -4.204 0.820 0.530 -0.0631
H -6.083 -1.305 2.460 0.1254
H -4.595 -2.894 3.716 0.1148
H -2.275 -3.727 4.147 0.1028
H -0.380 -2.688 2.864 0.1013
H -0.918 2.388 -0.666 0.0675
H -3.055 3.486 -1.232 0.1067
H -5.184 2.477 -0.461 0.0991
O 0.923 -1.036 -0.771 -0.5753
S 0.417 -2.330 -0.219 0.9569
C -1.118 -2.671 -1.161 -0.2596
C -0.968 -2.488 -2.637 -0.2739
C -0.945 -3.584 -3.496 -0.0714
C -0.739 -3.417 -4.858 -0.0990
C -0.542 -2.145 -5.374 -0.0956
C -0.569 -1.044 -4.528 -0.0634
C -0.791 -1.211 -3.170 -0.0266
C 1.443 -3.672 -0.933 -0.2457
C 2.878 -3.266 -1.115 -0.2669
C 3.660 -2.873 -0.030 -0.0124
C 4.987 -2.530 -0.231 -0.0838
C 5.545 -2.576 -1.504 -0.1261
C 4.765 -2.952 -2.587 -0.1123
C 3.430 -3.289 -2.391 -0.0565
H -1.827 -1.962 -0.731 0.0777
H -1.436 -3.682 -0.896 0.1010
H -1.098 -4.580 -3.092 0.1082
H -0.728 -4.281 -5.512 0.0940
H -0.370 -2.008 -6.435 0.0972
H -0.415 -0.050 -4.927 0.1030
H -0.800 -0.356 -2.506 0.1052
H 1.029 -3.989 -1.887 0.0683
H 1.351 -4.489 -0.212 0.1028
H 3.221 -2.775 0.959 0.0959
H 5.573 -2.196 0.616 0.1096
H 6.580 -2.294 -1.651 0.0942
H 5.186 -2.974 -3.585 0.0961
H 2.807 -3.564 -3.236 0.1086
S 1.288 4.911 -6.110 0.4539
C 0.837 4.684 -4.501 -1.1212
S 1.859 5.102 -3.175 0.9242
C 0.694 4.495 -2.006 -1.2233
N -0.371 4.004 -2.596 -0.0121
N -0.276 4.134 -3.984 -0.1619
C -1.389 3.612 -4.698 -0.2023
C -2.010 2.473 -4.198 -0.0307
C -3.123 1.954 -4.836 -0.0872
C -3.624 2.564 -5.978 -0.1090
C -3.002 3.703 -6.468 -0.0953
C -1.889 4.235 -5.835 -0.0500
S 1.009 4.591 -0.345 0.4118
H -1.612 2.013 -3.306 0.0904
H -3.594 1.065 -4.436 0.1022
H -4.494 2.155 -6.478 0.0917
H -3.388 4.193 -7.354 0.0953
H -1.408 5.121 -6.216 0.0667

Entry 3:
93
Properties=species:S:1:pos:R:3:lowdin_charge:R:1 method="wB97M-V/def2-TZVPD" lumo_ev=-1.133 multiplicity=1 total_charge=0 total_energy_ha=-4771.3932
Ni -0.487 0.042 1.100 0.2426
N -0.624 2.042 -0.764 -0.3182
P 0.860 1.582 0.144 0.8359
C 1.050 3.186 0.980 -0.4307
C 1.072 4.369 0.247 -0.0955
C 1.101 5.593 0.897 -0.0750
C 1.084 5.644 2.285 -0.0815
C 1.042 4.467 3.018 -0.0782
C 1.028 3.242 2.369 -0.1779
C 1.881 1.399 -1.340 -0.3884
C 1.545 0.375 -2.222 -0.1157
C 2.298 0.168 -3.369 -0.0808
C 3.374 0.998 -3.648 -0.0818
C 3.703 2.025 -2.773 -0.0663
C 2.968 2.222 -1.615 -0.1064
P -1.824 1.518 0.241 0.8991
C -2.658 2.903 1.046 -0.3294
C -3.468 3.780 0.324 -0.0873
C -4.010 4.893 0.944 -0.0727
C -3.745 5.138 2.287 -0.0719
C -2.937 4.273 3.008 -0.0674
C -2.391 3.159 2.386 -0.1033
C -3.075 0.669 -0.749 -0.3174
C -2.640 -0.119 -1.816 -0.0889
C -3.547 -0.868 -2.546 -0.0798
C -4.895 -0.846 -2.209 -0.0724
C -5.331 -0.073 -1.144 -0.0681
C -4.425 0.682 -0.412 -0.0874
H -0.704 2.369 -1.716 0.0818
H 1.053 4.339 -0.837 0.1041
H 1.129 6.508 0.320 0.1034
H 1.101 6.600 2.792 0.1024
H 1.029 4.499 4.100 0.1075
H 1.012 2.325 2.947 0.0820
H 0.717 -0.287 -1.991 0.0896
H 2.047 -0.644 -4.039 0.1048
H 3.962 0.839 -4.543 0.1040
H 4.552 2.663 -2.982 0.1098
H 3.259 2.983 -0.902 0.1027
H -3.677 3.591 -0.723 0.1118
H -4.637 5.572 0.382 0.1062
H -4.169 6.010 2.768 0.1063
H -2.720 4.469 4.050 0.1088
H -1.735 2.496 2.938 0.0915
H -1.588 -0.140 -2.073 0.0850
H -3.206 -1.471 -3.378 0.1041
H -5.604 -1.434 -2.777 0.1064
H -6.379 -0.060 -0.876 0.1083
H -4.771 1.274 0.425 0.1083
N -3.959 -8.677 -2.352 0.1590
C -3.536 -7.722 -1.871 -0.1810
C -3.011 -6.524 -1.271 -0.2278
C -2.996 -6.391 0.115 -0.0096
C -2.502 -5.233 0.689 -0.0091
C -2.011 -4.206 -0.112 -0.1780
C -2.019 -4.352 -1.497 -0.0101
C -2.521 -5.502 -2.079 -0.0122
C -1.471 -2.958 0.490 -0.0417
C -2.366 -2.131 1.204 -0.2525
C -3.703 -2.389 1.562 -0.0197
C -4.100 -1.356 2.397 -0.0747
C -3.009 -0.485 2.488 -0.1588
N -1.966 -0.945 1.783 -0.0394
C -0.120 -2.721 0.380 -0.2359
C 0.888 -3.651 -0.033 -0.0026
C 2.095 -3.091 0.272 -0.0388
C 1.814 -1.817 0.841 -0.1274
N 0.519 -1.587 0.899 0.0070
H -3.370 -7.195 0.735 0.1231
H -2.483 -5.124 1.765 0.1301
H -1.631 -3.552 -2.115 0.1193
H -2.534 -5.616 -3.155 0.1217
H -4.285 -3.244 1.260 0.1084
H -5.055 -1.235 2.883 0.0964
H -2.946 0.449 3.026 0.0959
H 0.697 -4.627 -0.450 0.1145
H 3.079 -3.510 0.137 0.1027
H 2.507 -1.078 1.214 0.0323
O 8.112 -1.944 -1.921 0.1016
C 8.074 -1.568 -0.615 -0.4858
O 9.030 -1.769 0.082 0.1128
C 6.823 -0.912 -0.147 -0.1549
C 6.869 -0.180 1.040 -0.0161
C 5.745 0.456 1.520 -0.1081
C 4.513 0.378 0.847 -0.6352
S 3.144 1.233 1.536 0.6912
C 4.473 -0.380 -0.329 -0.1195
C 5.608 -1.007 -0.817 -0.0295
H 7.329 -1.614 -2.375 0.0841
H 7.808 -0.119 1.573 0.1205
H 5.797 1.032 2.435 0.0955
H 3.545 -0.490 -0.871 0.0761
H 5.507 -1.604 -1.718 0.1121